No. 1
Entry from the OMol25 dataset: the molecule C4H7NO2 (the ωB97M-V functional and the def2-TZVPD basis).

Each line ends with the natural charge from an NBO analysis.
Positions of all 14 atoms, in Å:
C1 1.35381 0.51604 0.73997  -0.6278
C2 0.65540 0.00954 -0.50957  0.0865
C3 -0.30360 -1.15168 -0.21869  -0.2358
N1 -1.46855 -0.72209 0.51740  -0.5683
C4 -2.10090 0.31303 0.48111  0.8717
O1 -2.82181 1.23621 0.55015  -0.5143
O2 -0.07001 1.09321 -1.06523  -0.7103
H1 0.62304 0.81682 1.49702  0.2187
H2 1.98145 1.37957 0.50356  0.2256
H3 1.98839 -0.27164 1.15946  0.2118
H4 1.41145 -0.35147 -1.22552  0.1660
H5 0.20562 -1.93290 0.35347  0.2142
H6 -0.62754 -1.60744 -1.16554  0.1946
H7 -0.63404 0.74917 -1.77190  0.4674

gap between HOMO and LUMO	10.9	eV
charge	0
SMILES	C[C@H](O)CN=C=O

=====

No. 2
Entry from the OMol25 dataset: the molecule C4H7NO2 (the ωB97M-V functional and the def2-TZVPD basis).

Each line ends with the natural charge from an NBO analysis.
Positions of all 14 atoms, in Å:
C1 -1.07781 1.54770 0.62316  0.3420
C2 0.44582 -0.15223 0.49910  0.0220
C3 -0.73172 -0.51908 -0.41527  0.2377
C4 1.75994 -0.07383 -0.22524  -0.5938
N1 -1.75220 0.88906 -0.18100  -0.4874
O1 0.11765 1.08832 1.09020  -0.4942
O2 -1.32568 -1.69050 -0.17419  -0.7171
H1 -1.46092 2.45103 1.01359  0.1856
H2 0.54543 -1.00706 1.13317  0.1987
H3 -0.69398 -0.39797 -1.54974  0.1640
H4 1.59390 0.61201 -1.08046  0.2115
H5 1.99465 -0.93934 -0.67568  0.2077
H6 2.61387 0.24372 0.59552  0.2195
H7 -2.02895 -2.05184 -0.65318  0.5038

gap between HOMO and LUMO	10.4	eV
charge	0
SMILES	C[C@H]1OC=N[C@@H]1O

=====

No. 3
Entry from the OMol25 dataset: the molecule C4H7NO2 (the ωB97M-V functional and the def2-TZVPD basis).

Each line ends with the natural charge from an NBO analysis.
Positions of all 14 atoms, in Å:
C1 -2.36814 -0.19580 -0.14777  -0.6806
C2 -0.93974 0.26268 -0.01467  0.5671
N1 -0.42486 1.39789 -0.20860  -0.6410
O1 -0.14453 -0.86567 0.34707  -0.5262
C3 1.24639 -0.64191 0.53860  -0.1716
C4 2.05846 0.39601 -0.37186  0.3456
O2 2.98766 1.01259 0.09066  -0.4973
H1 -2.62390 -0.74392 0.76266  0.2389
H2 -3.11011 0.59052 -0.32062  0.2421
H3 -2.40927 -0.90580 -0.98019  0.2395
H4 0.58784 1.24129 -0.03886  0.3187
H5 1.47435 -0.38881 1.58575  0.2037
H6 1.77975 -1.54569 0.23106  0.2195
H7 1.88610 0.38662 -1.47322  0.1417

gap between HOMO and LUMO	10.9	eV
charge	0
SMILES	[H]/N=C(/C)OCC=O

=====

No. 4
Entry from the OMol25 dataset: a structure of composition C4H7NO2 (the ωB97M-V functional and the def2-TZVPD basis).

Each line ends with the natural charge from an NBO analysis.
Positions of all 14 atoms, in Å:
O1 -0.60699 -1.71034 0.84866  -0.7578
C1 -0.60383 -0.95672 -0.24518  0.2118
C2 -1.19139 0.76995 0.09677  -0.4056
N1 -0.02849 1.11386 -0.71978  -0.5980
C3 0.65131 -0.17078 -0.66971  -0.2221
C4 1.69712 -0.26589 0.42891  0.4398
O2 1.99516 0.68708 1.10988  -0.5270
H1 -1.12421 -0.46405 0.82026  0.5052
H2 -1.26402 -1.23119 -1.08442  0.1784
H3 -1.16939 1.18205 1.12100  0.2262
H4 -2.16242 0.96498 -0.36320  0.2104
H5 0.54155 1.83392 -0.28265  0.3876
H6 1.08892 -0.50073 -1.62288  0.2152
H7 2.17669 -1.25213 0.56233  0.1360

gap between HOMO and LUMO	10.1	eV
charge	0

=====

No. 5
Entry from the OMol25 dataset: a cluster of 2 separate species, C4H7NO2 in total (the ωB97M-V functional and the def2-TZVPD basis).

Each line ends with the natural charge from an NBO analysis.
Positions of all 14 atoms, in Å:
O1 -0.98960 -1.29791 2.24464  -0.9480
C1 -0.77583 0.68736 -0.96078  -0.2803
C2 0.12762 1.63684 -0.74445  0.1079
O2 1.42356 1.34603 -0.35913  -0.4917
C3 1.61662 0.07316 0.08472  0.4029
N1 0.84432 -0.91883 -0.02938  -0.4897
C4 -0.39553 -0.75925 -0.79277  -0.2918
H1 -0.16804 -1.54650 1.79149  0.4839
H2 -1.79145 0.96039 -1.22248  0.2263
H3 -0.03915 2.70640 -0.79626  0.2036
H4 -0.97456 -0.32906 2.20486  0.4628
H5 2.56900 -0.00126 0.60455  0.1794
H6 -0.26407 -1.25542 -1.76546  0.2057
H7 -1.18291 -1.30194 -0.25955  0.2289

gap between HOMO and LUMO	10.1	eV
charge	0
SMILES	C1=COC=NC1.O

=====

No. 6
Entry from the OMol25 dataset: the molecule C4H7NO2 (the ωB97M-V functional and the def2-TZVPD basis).

Each line ends with the natural charge from an NBO analysis.
Positions of all 14 atoms, in Å:
C1 -0.28109 1.19026 -0.77585  -0.3973
C2 -0.10220 1.07015 0.73426  -0.4195
C3 -0.69100 -0.09405 -0.03650  0.0430
C4 0.02163 -1.55946 0.10124  -0.5747
N1 -2.14954 -0.05607 -0.00863  0.5355
O1 -2.70332 -1.12977 -0.00384  -0.3764
O2 -2.66290 1.04571 -0.03885  -0.4019
H1 -1.00216 1.72294 -1.29999  0.2481
H2 0.68592 1.29253 -1.24683  0.2159
H3 0.76563 0.87098 1.29270  0.2251
H4 -0.72302 1.77556 1.21948  0.2350
H5 1.02149 -1.46940 -0.11380  0.2174
H6 -0.42026 -2.13854 -0.74954  0.2289
H7 -0.32808 -1.83062 1.00449  0.2209

gap between HOMO and LUMO	11.2	eV
charge	0
SMILES	CC1([N+](=O)[O-])CC1

=====

No. 7
Entry from the OMol25 dataset: a cluster of 3 separate species, C4H7NO2 in total (the ωB97M-V functional and the def2-TZVPD basis).

Each line ends with the natural charge from an NBO analysis.
Positions of all 14 atoms, in Å:
C1 -1.24335 -1.19723 0.17351  -0.7449
C2 -0.87342 -1.11618 -1.28003  0.4502
C3 0.38984 2.13086 0.11210  -0.0241
N1 0.61442 1.51254 1.19651  -0.6288
C4 2.62000 -0.61479 0.65996  0.5126
O1 2.07788 -1.55302 0.31827  -0.5124
O2 -0.02843 -0.38390 -1.74268  -0.5385
H1 -0.66064 -0.48820 0.77018  0.2605
H2 -1.07028 -2.22076 0.52903  0.2361
H3 -2.31686 -1.00144 0.28831  0.2309
H4 -1.44471 -1.79245 -1.95295  0.1004
H5 -0.38517 1.75616 -0.55668  0.1713
H6 0.93795 3.01862 -0.22492  0.1485
H7 1.38277 1.94979 1.70942  0.3383

gap between HOMO and LUMO	11.0	eV
charge	0

=====

No. 8
Entry from the OMol25 dataset: the molecule C4H7NO2 (the ωB97M-V functional and the def2-TZVPD basis).

Each line ends with the natural charge from an NBO analysis.
Positions of all 14 atoms, in Å:
C1 -1.27026 -1.12487 -0.14568  -0.6848
C2 -0.39739 0.09433 -0.07174  0.1913
N1 -0.70409 1.17490 0.53312  -0.1263
O1 -1.96520 1.08571 1.10554  -0.5739
C3 0.93263 0.07237 -0.75248  0.0155
C4 2.16177 0.37928 -0.02899  -0.0947
O2 1.81080 -0.96449 -0.33518  -0.4872
H1 -2.26736 -0.86313 -0.51464  0.2389
H2 -0.82086 -1.88574 -0.78871  0.2280
H3 -1.40088 -1.54638 0.85716  0.2433
H4 -2.07577 1.95535 1.50950  0.4790
H5 0.91062 0.22066 -1.83399  0.1939
H6 3.02590 0.76870 -0.56521  0.1846
H7 2.09390 0.65014 1.02273  0.1923

gap between HOMO and LUMO	10.8	eV
charge	0
SMILES	C/C(=N\O)[C@H]1CO1

=====

No. 9
Entry from the OMol25 dataset: the molecule C4H7NO2 (the ωB97M-V functional and the def2-TZVPD basis).

Each line ends with the natural charge from an NBO analysis.
Positions of all 14 atoms, in Å:
O1 1.41587 0.46824 -1.60963  -0.7069
C1 0.71279 -0.06535 -0.50019  0.0438
C2 0.51736 0.99246 0.57009  -0.2553
N1 -0.58598 0.66412 1.43299  -0.5342
C3 -0.73687 -0.52030 -0.81134  -0.1004
C4 -1.17656 -0.45240 1.48794  0.4033
O2 -1.36307 -1.27719 0.43649  -0.5039
H1 1.88819 -0.24665 -2.06219  0.4769
H2 1.23828 -0.93301 -0.08757  0.1663
H3 1.38709 1.08643 1.24340  0.2117
H4 0.36421 1.97959 0.12538  0.2135
H5 -0.81769 -1.33045 -1.51318  0.2005
H6 -1.29087 0.38199 -1.18943  0.2039
H7 -1.55275 -0.74748 2.47724  0.1808

gap between HOMO and LUMO	9.7	eV
charge	0
SMILES	O[C@H]1CN=COC1

=====

No. 10
Entry from the OMol25 dataset: a structure of composition C4H7NO2 (the ωB97M-V functional and the def2-TZVPD basis).

Each line ends with the natural charge from an NBO analysis.
Positions of all 14 atoms, in Å:
C1 1.34454 0.82214 -0.43190  -0.6322
C2 0.01738 0.17135 -0.77963  0.0562
C3 -0.17237 -1.23349 -0.08144  -0.2573
N1 -1.29150 -1.00186 0.86637  -0.6665
C4 -1.10876 0.18356 1.42653  0.9161
O1 -1.14712 0.90210 2.34007  -0.4384
O2 -1.06864 0.92293 -0.27597  -0.6902
H1 1.46285 0.89800 0.65664  0.2061
H2 1.39313 1.83258 -0.84683  0.2278
H3 2.18243 0.23599 -0.82642  0.2129
H4 -0.09177 0.07270 -1.86608  0.1811
H5 0.72998 -1.55790 0.44553  0.2028
H6 -0.48465 -2.02547 -0.76492  0.2114
H7 -1.77151 -0.17659 0.01271  0.4703

gap between HOMO and LUMO	10.8	eV
charge	0

=====

Looking at LUMO level for the records above, in order, we have 0.651 0.827 0.675 0.674 0.764 0.572 1.128 0.976 0.643 0.688 eV.
Looking at ΔE to the lowest compared entry with this formula, charge and spin for the records above, in order, we have 0.8166 2.8947 2.3151 5.6595 1.8387 5.3583 2.3046 3.5600 2.3794 3.5442 eV.
Looking at HOMO for the records above, in order, we have -10.23 -9.57 -10.18 -9.40 -9.33 -10.64 -9.85 -9.84 -9.03 -10.12 eV.